Here is a 2-piece molecular cluster, C6H15NO overall from the Open Molecules 2025 dataset. Energies are from wB97M-V/def2-TZVPD.

Each line ends with the Mulliken charge.
CARTESIAN COORDINATES (ANGSTROEM)
C1 1.73149 1.46396 -0.26705  -1.25
C2 0.88741 0.15457 -0.25510  -0.30
C3 -0.24450 0.15410 0.68963  0.60
C4 -1.31307 0.96252 0.59688  -0.46
N1 -1.31155 2.03833 -0.33586  -0.51
C5 -0.16631 -0.84236 1.82223  -0.72
C6 -0.08986 -2.31560 1.21639  -1.03
H1 1.08255 2.31168 0.16187  0.35
H2 2.60632 1.63907 0.33060  0.40
H3 1.90640 1.71538 -1.33738  0.28
H4 0.38048 0.13202 -1.26956  -0.19
H5 1.69765 -0.55999 -0.20189  0.49
H6 -2.17906 0.94103 1.23062  0.38
H7 -2.27986 2.19362 -0.58956  0.25
H8 -0.70967 1.98694 -1.14185  0.21
H9 0.69882 -0.78084 2.50511  0.30
H10 -1.06153 -0.73898 2.46534  0.33
H11 -0.59091 -3.13632 1.79815  0.33
H12 0.95976 -2.62470 1.17591  0.28
H13 -0.50230 -2.35470 0.21886  0.27
O1 -0.61416 -0.44717 -2.94666  -0.68
H14 -1.20361 -1.20323 -2.99479  0.31
H15 0.31550 -0.68931 -2.87191  0.36

Output
LUMO level in eV: 0.712
Max |F| in eV Å⁻¹: 3.6
Relative energy (zero: lowest compared OMol25 entry of this formula, charge and spin) in kcal/mol: 53.2

Here is a 2-piece molecular cluster, C6H15NO overall from the Open Molecules 2025 dataset. Energies are from wB97M-V/def2-TZVPD.

Each line ends with the Mulliken charge.
CARTESIAN COORDINATES (ANGSTROEM)
C1 -1.03283 -0.94661 1.42084  -0.87
C2 0.27605 -1.76541 0.97602  -0.36
C3 0.35029 -1.93792 -0.52852  -0.83
C4 -0.24769 -0.79355 -1.29597  -0.46
C5 0.28387 0.48674 -1.33622  0.63
C6 -0.70303 1.53777 -1.60479  -1.11
N1 1.68499 0.85232 -1.06737  -0.64
H1 -0.90995 0.01874 1.01312  0.03
H2 -1.90643 -1.42272 1.05647  0.34
H3 -1.17828 -0.93999 2.51597  0.38
H4 1.15674 -1.14475 1.38295  0.19
H5 0.27917 -2.76593 1.38852  0.39
H6 -0.30563 -2.96979 -0.71149  0.26
H7 1.31514 -2.07931 -0.90570  0.36
H8 -1.23809 -1.01549 -1.80725  0.22
H9 -1.46970 1.32893 -2.39326  0.33
H10 -0.38362 2.61112 -1.82759  0.31
H11 -1.23749 1.57955 -0.62814  0.20
H12 1.79499 1.75072 -0.63034  0.33
H13 1.89401 0.22265 -0.22182  0.32
O1 0.95047 2.43441 1.78195  -0.63
H14 0.25703 2.25951 2.41306  0.31
H15 0.36999 2.69900 1.00953  0.31

Output
LUMO level in eV: 0.607
Max |F| in eV Å⁻¹: 4.0
Relative energy (zero: lowest compared OMol25 entry of this formula, charge and spin) in kcal/mol: 65.0

Here is one molecule with the formula C6H15NO from the Open Molecules 2025 dataset. Energies are from wB97M-V/def2-TZVPD.

Each line ends with the Mulliken charge.
CARTESIAN COORDINATES (ANGSTROEM)
C1 0.85624 -1.07561 1.10600  -1.78
C2 0.78797 -0.09195 -0.05499  2.05
C3 1.02011 1.33668 0.41354  -1.82
C4 2.01779 -0.49729 -1.13510  -1.61
C5 -0.42599 -0.25806 -0.90558  -1.23
C6 -1.85713 0.32945 -0.28568  0.09
N1 -2.22075 0.36695 1.11501  -0.65
O1 -2.90139 -0.37617 -0.92762  -0.54
H1 0.63989 -2.08842 0.77156  0.37
H2 1.85640 -1.06653 1.53759  0.46
H3 0.18550 -0.79717 1.91548  0.35
H4 0.41381 1.58647 1.28191  0.37
H5 0.88742 2.04299 -0.40302  0.37
H6 2.04050 1.44004 0.78098  0.45
H7 2.21707 0.35659 -1.77862  0.41
H8 2.93313 -0.71461 -0.58925  0.41
H9 1.79601 -1.36519 -1.75202  0.39
H10 -0.34297 0.28630 -1.84549  0.36
H11 -0.58494 -1.30809 -1.15339  0.48
H12 -1.90769 1.37546 -0.63788  0.25
H13 -1.98904 -0.52731 1.54193  0.24
H14 -1.68177 1.07512 1.60044  0.27
H15 -3.74015 -0.02966 -0.59579  0.35

Output
LUMO level in eV: 0.790
Max |F| in eV Å⁻¹: 3.5
Relative energy (zero: lowest compared OMol25 entry of this formula, charge and spin) in kcal/mol: 28.9

Here is a 4-piece molecular cluster, C6H15NO overall from the Open Molecules 2025 dataset. Energies are from wB97M-V/def2-TZVPD.

Each line ends with the Mulliken charge.
CARTESIAN COORDINATES (ANGSTROEM)
C1 1.34977 -1.66693 -0.80331  -0.44
C2 -0.15831 -1.54866 -1.04952  0.16
O1 -0.42602 -1.76157 -2.41073  -0.60
N1 1.88037 -0.77035 -1.78596  -0.74
C3 -0.29966 -0.16216 2.51698  -0.95
C4 -0.70895 0.47386 1.36474  0.94
C5 -2.00753 0.47070 0.78705  -0.59
C6 0.30614 1.26098 0.59737  -1.17
H1 1.56613 -1.39630 0.25279  0.24
H2 1.59294 -2.73036 -0.92098  0.37
H3 -0.77999 -2.21827 -0.39008  0.32
H4 -0.37823 -0.47386 -0.75017  -0.24
H5 0.44572 -1.33433 -2.79883  0.42
H6 2.80994 -1.09131 -2.08591  0.16
H7 -1.01563 -0.68811 3.12672  0.30
H8 0.71948 0.00983 2.96280  0.27
H9 -0.41541 4.11872 -0.86740  0.12
H10 -1.07961 3.87649 -0.41562  -0.09
H11 -2.25150 1.32550 0.07397  0.21
H12 -2.83048 -0.06567 1.29197  0.30
H13 -0.19883 1.80326 -0.16906  0.19
H14 0.83604 1.93910 1.27628  0.44
H15 1.04361 0.62943 0.19691  0.37

Output
LUMO level in eV: -3.269
Max |F| in eV Å⁻¹: 2.7
Relative energy (zero: lowest compared OMol25 entry of this formula, charge and spin) in kcal/mol: 209.2

Here is a 2-piece molecular cluster, C6H15NO overall from the Open Molecules 2025 dataset. Energies are from wB97M-V/def2-TZVPD.

Each line ends with the Mulliken charge.
CARTESIAN COORDINATES (ANGSTROEM)
C1 0.50853 0.63792 2.73786  -0.98
C2 0.60594 1.98252 1.92612  -0.28
C3 1.43159 1.81846 0.69218  0.45
N1 0.95890 1.63820 -0.60273  -0.42
O1 2.66538 1.69590 0.84103  -0.64
H1 0.86186 -0.28680 2.22847  0.28
H2 -0.54419 0.61698 3.04121  0.29
H3 1.11690 0.74872 3.64432  0.31
H4 -0.34318 2.20640 1.50919  0.27
H5 0.99412 3.03385 2.29574  0.29
H6 1.74169 1.40997 -1.22435  0.24
H7 -0.02830 1.23756 -0.79943  0.31
C4 -1.81269 -2.03162 -0.80506  -1.32
C5 -0.62592 -1.12013 -1.03681  0.32
C6 -0.20267 -1.23117 -2.51991  -1.05
H8 -2.07114 -2.84463 -1.53591  0.32
H9 -1.70829 -2.48011 0.25797  0.27
H10 -2.68798 -1.48473 -0.88818  0.41
H11 0.15904 -1.70398 -0.52927  0.11
H12 -0.69331 -0.08025 -0.58370  -0.08
H13 0.52316 -0.41962 -2.76353  0.29
H14 -1.13064 -1.11125 -3.12264  0.30
H15 0.28119 -2.23219 -2.76256  0.31

Output
LUMO level in eV: 0.796
Max |F| in eV Å⁻¹: 4.0
Relative energy (zero: lowest compared OMol25 entry of this formula, charge and spin) in kcal/mol: 50.9

Here is a 2-piece molecular cluster, C6H15NO2 overall from the Open Molecules 2025 dataset. Energies are from wB97M-V/def2-TZVPD.

Each line ends with the Mulliken charge.
CARTESIAN COORDINATES (ANGSTROEM)
C1 -0.27282 -0.62074 -0.37299  0.69
C2 0.92303 -0.07826 0.97763  0.15
C3 -0.41329 0.69220 -0.99994  0.32
C4 0.41007 -1.70933 -1.17817  -1.71
C5 0.27166 -0.03839 2.34882  -1.32
C6 -1.39272 1.68585 -0.42263  -1.55
N1 0.65715 1.29726 -1.64240  -0.39
O1 -1.34930 -1.17432 0.32252  -0.53
O2 2.02163 -0.95059 0.98759  -0.58
H1 -2.17443 -0.73131 0.06908  0.33
H2 1.68246 -1.83413 1.18670  0.36
H3 1.38920 0.89486 0.80901  0.27
H4 -1.26152 -0.03883 -2.01146  0.17
H5 1.40353 0.70004 -1.96321  0.24
H6 1.02295 2.13112 -1.20825  0.28
H7 1.26695 -1.34182 -1.73964  0.33
H8 -0.30391 -2.14992 -1.86950  0.43
H9 0.72111 -2.50818 -0.50507  0.40
H10 1.03309 0.15129 3.11179  0.41
H11 -0.19495 -0.99149 2.60649  0.30
H12 -0.45455 0.76884 2.40448  0.29
H13 -1.90204 2.16130 -1.26093  0.37
H14 -0.90102 2.44970 0.17849  0.34
H15 -2.18228 1.23484 0.17160  0.39

Output
LUMO level in eV: 0.850
Max |F| in eV Å⁻¹: 6.2
Relative energy (zero: lowest compared OMol25 entry of this formula, charge and spin) in kcal/mol: 89.3

Here is one molecule with the formula C6H15NO2S from the Open Molecules 2025 dataset. Energies are from wB97M-V/def2-TZVPD.

Each line ends with the Mulliken charge.
CARTESIAN COORDINATES (ANGSTROEM)
C1 1.62343 0.26211 1.34431  -1.83
C2 0.86124 -2.01803 0.81312  -1.60
C3 -0.63850 -0.94097 -1.61944  -1.62
C4 -2.42231 0.55569 0.10436  -0.99
C5 1.15651 -0.60067 0.23271  0.48
C6 -0.10754 -0.08940 -0.46472  0.69
N1 -1.07320 0.22195 0.48017  -0.23
O1 -0.14731 2.68126 -0.45988  -0.49
O2 1.95199 1.74075 -1.43396  -0.58
S1 0.50636 1.61197 -1.54694  0.53
H1 1.86046 1.24574 1.12286  0.46
H2 2.51619 -0.16328 1.86637  0.36
H3 1.06525 0.36571 2.26828  0.46
H4 1.65486 -2.17439 1.40564  0.61
H5 -0.10402 -1.92004 1.38493  0.29
H6 0.72301 -2.68260 -0.01789  0.32
H7 -1.50569 -1.60624 -1.26840  0.43
H8 -1.02284 -0.33611 -2.47516  0.36
H9 0.02014 -1.65914 -2.02458  0.37
H10 -2.74199 1.62290 -0.31654  0.20
H11 -2.78492 -0.30421 -0.50136  0.31
H12 -3.00518 0.50806 0.95562  0.43
H13 1.90823 -0.59732 -0.55347  0.47
H14 -0.69188 0.83705 1.19401  0.25
H15 0.39769 3.43922 -0.49004  0.33

Output
LUMO level in eV: 0.748
Max |F| in eV Å⁻¹: 4.7
Relative energy (zero: lowest compared OMol25 entry of this formula, charge and spin) in kcal/mol: 62.5

Here is a 4-piece molecular cluster, C6H15NO3 overall from the Open Molecules 2025 dataset. Energies are from wB97M-V/def2-TZVPD.

Each line ends with the Mulliken charge.
CARTESIAN COORDINATES (ANGSTROEM)
C1 0.32269 1.49025 1.24787  -1.47
C2 0.62511 0.19259 0.64506  1.18
C3 2.02064 -0.28017 0.27812  -0.87
C4 1.79368 -1.46823 -0.43960  -0.72
N1 0.49334 -1.82799 -0.28913  -0.04
C5 -0.29124 -0.73308 0.14896  -0.07
C6 -1.75088 -0.58431 0.03927  -1.03
H1 0.33018 2.26694 0.57691  0.35
H2 -0.50399 1.60261 1.93907  0.38
H3 1.29083 1.65967 1.81515  0.33
H4 2.85163 0.27596 0.50409  0.57
H5 2.71483 -2.11314 -0.68034  0.30
H6 -0.06581 -2.58996 -0.79637  0.32
H7 -2.09645 -0.19747 1.05546  0.27
H8 -2.20450 -1.62287 -0.00983  0.34
H9 -2.16246 -0.02614 -0.78289  0.28
O1 -1.45572 -0.92758 3.04397  -0.66
H10 -1.16782 -0.04157 2.78046  0.28
H11 -0.67918 -1.42544 2.93035  0.33
O2 0.40762 0.01599 -2.72527  -0.57
H12 1.27170 -0.00940 -2.72279  0.25
H13 0.04894 -0.84822 -2.66316  0.27
O3 -0.29682 2.55154 -2.09844  -0.65
H14 -0.42954 1.61420 -1.96705  0.33
H15 -1.06680 3.02582 -1.82989  0.31

Output
LUMO level in eV: 0.539
Max |F| in eV Å⁻¹: 7.2
Relative energy (zero: lowest compared OMol25 entry of this formula, charge and spin) in kcal/mol: 60.4

Here is one molecule with the formula C6H15NS from the Open Molecules 2025 dataset. Energies are from wB97M-V/def2-TZVPD.

Each line ends with the Mulliken charge.
CARTESIAN COORDINATES (ANGSTROEM)
C1 0.62946 -3.23405 1.79831  -1.20
C2 1.13320 -2.22703 0.77548  -0.32
N1 0.38403 -0.99253 0.88767  -0.27
C3 0.74289 -0.00674 -0.12320  -0.52
C4 0.15456 1.38378 0.26592  -0.83
C5 -1.23910 1.67667 -0.37423  -0.43
C6 -1.06660 1.95349 -1.88496  -0.62
S1 -0.36983 3.57587 -2.20841  -0.20
H1 0.36229 -2.73813 2.76649  0.30
H2 1.38360 -3.98401 1.92501  0.39
H3 -0.30337 -3.80915 1.54015  0.29
H4 2.18737 -1.98650 1.04138  0.26
H5 1.24374 -2.63329 -0.23789  0.31
H6 -0.61448 -1.12462 0.93398  0.24
H7 0.35040 -0.19837 -1.18002  0.18
H8 1.81248 0.15413 -0.32303  0.38
H9 0.92331 2.15249 0.14548  0.40
H10 0.00447 1.36659 1.37703  0.32
H11 -1.60486 2.57597 0.15522  0.30
H12 -2.03717 0.93586 -0.20620  0.30
H13 -0.50732 1.02415 -2.32054  0.25
H14 -1.96878 1.92447 -2.55484  0.33
H15 -1.60032 4.21094 -2.19878  0.13

Output
LUMO level in eV: 0.928
Max |F| in eV Å⁻¹: 2.5
Relative energy (zero: lowest compared OMol25 entry of this formula, charge and spin) in kcal/mol: 23.1

Here is one molecule with the formula C6H15NS from the Open Molecules 2025 dataset. Energies are from wB97M-V/def2-TZVPD.

Each line ends with the Mulliken charge.
CARTESIAN COORDINATES (ANGSTROEM)
C1 -0.29596 1.05865 -2.80639  -1.31
C2 0.00590 0.16056 -1.49453  0.61
C3 1.44872 -0.04025 -1.31440  -1.53
N1 -0.69673 0.65918 -0.38273  -0.25
C4 -1.37612 -0.42781 0.35816  -0.83
C5 -1.11685 -0.24709 1.88185  -0.76
C6 0.34844 -0.50756 2.24624  -0.11
S1 0.69049 -0.47994 3.86484  -0.27
H1 -0.51320 0.37414 -3.61955  0.31
H2 -0.98283 1.82941 -2.69586  0.45
H3 0.69314 1.49164 -3.21851  0.26
H4 -0.51492 -0.90344 -1.66478  0.20
H5 1.80523 -0.68494 -0.48304  0.29
H6 2.00122 0.77750 -0.83188  0.39
H7 2.04486 -0.30276 -2.16941  0.44
H8 -0.29689 1.47424 0.12731  0.32
H9 -1.14018 -1.42193 0.19343  0.46
H10 -2.46936 -0.37979 0.18983  0.23
H11 -1.77271 -1.02736 2.45085  0.35
H12 -1.45295 0.83300 2.10499  0.31
H13 0.97385 0.20634 1.56864  0.09
H14 0.80455 -1.36789 1.69848  0.25
H15 1.81229 -1.07388 3.99646  0.10

Output
LUMO level in eV: 0.833
Max |F| in eV Å⁻¹: 6.8
Relative energy (zero: lowest compared OMol25 entry of this formula, charge and spin) in kcal/mol: 56.9

Here is a 2-piece molecular cluster, C6H15O overall from the Open Molecules 2025 dataset. Energies are from wB97M-V/def2-TZVPD.

Each line ends with the Mulliken charge.
CARTESIAN COORDINATES (ANGSTROEM)
C1 1.03459 -0.26129 1.37449  -1.22
C2 1.06728 0.77438 0.24852  0.72
C3 1.88012 2.01163 0.67526  -1.37
C4 -0.34188 1.17384 -0.23493  -0.87
C5 -1.38856 1.35099 0.85976  -1.19
H1 0.27002 -1.03430 1.15958  0.10
H2 2.00181 -0.78811 1.41763  0.12
H3 1.55981 0.39268 -0.67042  0.23
H4 2.48969 2.41827 -0.14188  0.31
H5 1.22398 2.81629 1.02535  0.25
H6 2.53339 1.74679 1.50757  0.38
H7 -0.68175 0.40288 -0.92536  0.32
H8 -0.28188 2.11214 -0.80718  0.33
H9 -2.38868 1.46464 0.43049  0.35
H10 -1.17873 2.23663 1.46628  0.32
H11 -1.37694 0.49526 1.53054  0.34
C6 -1.22220 -3.06482 -1.76053  -0.62
O1 -1.03785 -2.03470 -0.82214  -0.46
H12 -2.03942 -2.75418 -2.41182  0.20
H13 -0.33593 -3.23096 -2.38427  0.27
H14 -1.50156 -4.01993 -1.29803  0.23
H15 -0.28532 -2.20812 -0.23889  0.26

Output
Net charge: -1
LUMO level in eV: 3.500
Max |F| in eV Å⁻¹: 0.4
Relative energy (zero: lowest compared OMol25 entry of this formula, charge and spin) in kcal/mol: 47.9

Here is a 2-piece molecular cluster, C6H15O2 overall from the Open Molecules 2025 dataset. Energies are from wB97M-V/def2-TZVPD.

Each line ends with the Mulliken charge.
CARTESIAN COORDINATES (ANGSTROEM)
C1 2.49910 0.14732 0.64810  -0.44
O1 2.65990 -0.72129 -0.38021  -0.85
C2 1.05017 0.54888 1.18046  -1.08
C3 -0.07079 -0.31864 0.60139  1.15
C4 -1.46727 -0.13149 1.29096  -1.69
C5 -0.09934 -0.40846 -0.89611  -0.67
C6 -1.09548 -1.55070 -1.39262  -1.27
H1 3.03194 -0.31568 1.53570  0.19
H2 3.03269 1.13104 0.54330  0.18
H3 1.17817 0.59289 2.29654  0.29
H4 1.07860 1.56353 0.78080  0.35
H5 0.23405 -1.32328 0.95465  0.07
H6 -1.28378 -0.15340 2.36784  0.38
H7 -1.97828 0.78773 1.05912  0.45
H8 -2.22657 -0.87928 0.98547  0.33
H9 0.88221 -0.47530 -1.34372  0.48
H10 -0.50318 0.46241 -1.44305  0.17
H11 -1.67198 -1.90417 -0.57635  0.34
H12 -0.39833 -2.36458 -1.59952  0.34
H13 -1.69143 -1.11233 -2.22487  0.31
H14 -2.18486 1.23848 -1.15061  0.29
H15 -3.23775 2.29237 -1.32620  0.28
O2 -2.48044 2.06839 -0.75393  -0.61

Output
Net charge: -1
LUMO level in eV: 3.147
Max |F| in eV Å⁻¹: 2.6
Relative energy (zero: lowest compared OMol25 entry of this formula, charge and spin) in kcal/mol: 44.9

HOMO? In order: -0.281; -0.293; -0.341; -0.245; -0.346; -0.290; -0.285; -0.303; -0.320; -0.305; -0.035; -0.078 hartree.